--- w ---
Molecular formula: C24H31NO5
Method: DFT, ωB97M-V/def2-TZVPD

Last column: Löwdin charge in e.
Positions of all 61 atoms, in Å:
C  -3.421  -1.629  2.791  -0.117
C  -2.054  -1.402  2.655  -0.105
H  -1.684  -0.992  3.598  0.123
H  -1.441  -2.358  2.437  0.154
O  -1.696  -0.496  1.326  0.082
C  -1.416  -0.986  0.277  -0.849
O  -1.501  -2.063  0.087  0.227
C  -1.175  -0.134  -0.839  -0.333
C  -0.088  -0.729  -1.776  -0.062
C  1.204  -0.743  -1.034  -0.187
N  1.795  0.362  -0.444  -0.269
C  0.867  0.895  0.384  -0.156
C  -0.665  1.335  -0.361  0.041
H  -1.253  1.622  0.657  0.160
H  -0.529  1.912  -1.095  0.023
H  1.297  2.103  0.818  0.187
H  0.695  0.548  1.264  0.022
C  3.141  0.545  -0.071  -0.186
C  3.929  0.074  -1.150  -0.254
C  3.985  0.888  -2.310  -0.023
C  4.792  0.561  -3.536  0.082
C  5.988  -0.299  -3.181  -0.174
C  5.988  -1.046  -1.984  -0.302
C  5.192  -0.693  -0.928  0.060
H  5.085  -1.556  -0.186  0.129
O  6.924  -1.891  -2.017  0.025
C  7.179  -2.467  -0.985  -0.268
H  7.390  -2.092  0.064  0.131
H  6.461  -3.164  -0.613  0.088
H  8.071  -3.162  -1.027  0.125
O  6.656  -0.645  -4.294  0.109
H  7.286  -1.257  -4.151  0.046
H  4.676  1.124  -4.343  0.039
H  3.103  1.652  -2.625  0.149
H  3.346  1.488  0.298  0.097
H  3.206  -0.424  0.884  0.194
H  1.892  -1.281  -1.826  0.167
H  1.266  -1.349  0.026  0.178
H  -0.408  -1.654  -2.008  0.095
H  0.165  -0.053  -2.470  0.099
C  -2.470  0.388  -1.460  -0.143
C  -3.481  0.445  -0.543  -0.373
O  -3.464  1.524  0.115  -0.050
C  -4.406  1.770  1.089  -0.282
C  -5.540  0.809  1.291  0.077
C  -6.594  1.238  2.437  0.005
C  -6.187  2.273  3.342  -0.150
C  -5.077  3.047  3.163  -0.030
C  -4.181  2.514  2.098  -0.039
H  -3.072  3.166  1.985  0.194
H  -4.731  3.594  3.896  0.042
H  -6.800  2.276  4.192  0.075
H  -7.547  0.514  2.584  0.134
H  -5.931  0.290  0.676  -0.042
H  -4.642  0.675  -1.287  0.204
H  -3.830  -0.476  0.099  0.165
H  -2.324  1.119  -2.253  0.141
H  -2.528  -0.612  -2.211  0.201
H  -3.763  -2.285  1.919  0.124
H  -3.970  -0.538  3.045  0.161
H  -3.709  -2.277  3.512  0.041

## Properties
E_HOMO ... -7.490 eV
2S+1 ... 1
Molar mass ... 413.51 g mol⁻¹
Total charge ... 0
Kohn-Sham gap ... 7.85 eV

---

--- x ---
Molecular formula: C24H31NO5
Method: DFT, ωB97M-V/def2-TZVPD

Last column: Löwdin charge in e.
Positions of all 61 atoms, in Å:
C  1.929  4.502  0.511  -0.056
C  1.465  3.794  1.775  -0.201
O  0.855  2.536  1.474  -0.013
C  -0.430  2.556  1.116  -0.473
O  -1.090  3.560  1.054  0.133
C  -0.987  1.158  0.855  -0.353
C  -1.685  0.714  2.158  -0.082
C  -0.815  0.834  3.415  -0.176
O  -1.431  0.236  4.534  -0.034
C  -1.443  -1.123  4.654  -0.266
C  -0.791  -2.017  3.812  -0.028
C  -0.869  -3.379  4.060  -0.087
C  -1.590  -3.865  5.133  -0.105
C  -2.239  -2.974  5.975  -0.087
C  -2.168  -1.618  5.739  -0.010
C  -2.039  1.257  -0.261  -0.097
C  -1.375  1.574  -1.605  -0.151
N  -0.346  0.627  -1.993  -0.194
C  -0.859  -0.664  -2.448  -0.125
C  0.218  -1.495  -3.107  -0.162
C  0.346  -2.837  -2.787  -0.058
C  1.288  -3.621  -3.427  -0.092
C  2.101  -3.057  -4.387  -0.010
C  2.004  -1.709  -4.724  -0.201
O  2.882  -1.315  -5.691  -0.073
C  2.922  0.023  -6.134  -0.082
C  1.052  -0.911  -4.069  -0.190
O  0.932  0.418  -4.359  0.034
C  0.664  0.520  -0.953  -0.136
C  0.100  0.165  0.428  -0.093
H  2.611  3.867  -0.050  0.078
H  2.441  5.422  0.778  0.079
H  1.073  4.746  -0.113  0.076
H  0.744  4.416  2.315  0.125
H  2.309  3.550  2.424  0.126
H  -2.579  1.322  2.305  0.137
H  -2.006  -0.325  2.049  0.125
H  -0.704  1.885  3.696  0.137
H  0.185  0.417  3.252  0.122
H  -0.214  -1.674  2.968  0.097
H  -0.356  -4.062  3.398  0.104
H  -1.646  -4.927  5.315  0.098
H  -2.804  -3.341  6.819  0.103
H  -2.665  -0.910  6.384  0.116
H  -2.747  2.050  -0.021  0.125
H  -2.585  0.314  -0.327  0.125
H  -2.132  1.612  -2.393  0.127
H  -0.903  2.560  -1.543  0.129
H  -1.315  -1.254  -1.641  0.117
H  -1.645  -0.455  -3.184  0.141
H  -0.303  -3.269  -2.039  0.106
H  1.387  -4.666  -3.180  0.100
H  2.842  -3.644  -4.905  0.118
H  3.682  0.039  -6.916  0.092
H  3.211  0.706  -5.332  0.093
H  1.964  0.342  -6.548  0.092
H  0.397  0.821  -3.644  0.080
H  1.391  -0.237  -1.258  0.133
H  1.177  1.484  -0.896  0.126
H  0.922  0.158  1.143  0.119
H  -0.334  -0.837  0.395  0.123

## Properties
E_HOMO ... -7.943 eV
2S+1 ... 1
SMILES ... CCOC(=O)C1(CCOc2ccccc2)CCN(Cc2cccc(OC)c2O)CC1
Molar mass ... 413.51 g mol⁻¹
Total charge ... 0
Kohn-Sham gap ... 8.55 eV

---

Ranked by calculated energy, most stable first: x, w.